# 1
{
  "formula": "C8H6N2O3Pd",
  "method": "ωB97M-V/def2-TZVPD",
  "symbols": ["O", "C", "Pd", "C", "C", "O", "O", "N", "C", "C", "C", "N", "C", "C", "H", "H", "H", "H", "H", "H"],
  "coordinates": [[0.712, -0.796, -3.051], [0.456, -0.449, -1.996], [-0.031, 0.134, 0.061], [-1.799, 0.886, 0.030], [1.348, 1.338, 0.644], [-2.865, 1.317, 0.100], [2.153, 2.039, 1.080], [-0.157, -4.653, 4.134], [-0.126, -3.624, 3.257], [1.061, -2.895, 3.036], [1.052, -1.852, 2.112], [-0.066, -1.528, 1.442], [-1.213, -2.201, 1.632], [-1.286, -3.258, 2.539], [0.668, -4.928, 4.647], [-0.992, -5.183, 4.294], [1.979, -3.131, 3.568], [1.944, -1.251, 1.890], [-2.075, -1.873, 1.038], [-2.227, -3.781, 2.677]],
  "nbo_charge": [-0.34, 0.42, 0.66, 0.46, 0.47, -0.33, -0.33, -0.46, 0.20, -0.15, 0.05, -0.47, 0.05, -0.15, 0.45, 0.44, 0.27, 0.25, 0.25, 0.27],
  "multiplicity": 3,
  "max_force_ev_per_a": 5.82,
  "e_tot_ev": -20976.551,
  "charge": 2
}


# 2
{
  "formula": "C20H24CoN2O3S",
  "method": "ωB97M-V/def2-TZVPD",
  "symbols": ["C", "C", "H", "H", "H", "H", "H", "H", "C", "C", "C", "C", "H", "H", "H", "H", "N", "C", "C", "N", "C", "C", "C", "H", "H", "C", "H", "H", "Co", "C", "H", "H", "H", "C", "C", "C", "C", "C", "C", "C", "S", "O", "O", "O", "H", "H", "H", "H", "H", "H", "H"],
  "coordinates": [[1.014, 0.476, 1.566], [0.295, 1.806, -0.546], [0.295, 0.608, 2.386], [1.533, 1.444, 1.466], [1.736, -0.286, 1.890], [-0.389, 2.003, -1.384], [-0.017, 2.528, 0.222], [1.313, 2.086, -0.858], [-0.102, -2.552, 1.740], [-0.463, -3.862, 2.069], [-1.148, -4.652, 1.145], [-1.438, -4.102, -0.097], [0.441, -1.912, 2.431], [-0.202, -4.239, 3.053], [-1.453, -5.671, 1.380], [-1.972, -4.653, -0.865], [-0.404, -2.000, 0.538], [-1.054, -2.785, -0.381], [-1.337, -2.133, -1.654], [-0.949, -0.820, -1.723], [-1.200, -0.149, -2.874], [-2.229, -2.083, -3.896], [-1.837, -0.745, -3.965], [-0.872, 0.888, -2.900], [-2.007, -0.143, -4.852], [-1.968, -2.782, -2.725], [-2.237, -3.826, -2.600], [-2.725, -2.574, -4.733], [-0.015, -0.106, -0.042], [1.777, -0.300, -0.737], [1.800, 0.033, -1.787], [1.955, -1.387, -0.721], [2.574, 0.203, -0.165], [1.613, 6.062, 4.000], [0.669, 5.003, 3.482], [-0.050, 5.201, 2.309], [-0.909, 4.245, 1.773], [-1.050, 3.008, 2.423], [-0.384, 2.798, 3.643], [0.469, 3.787, 4.132], [-2.232, 1.799, 1.796], [-2.754, 1.235, 3.018], [-3.088, 2.651, 0.972], [-1.530, 0.764, 0.959], [2.411, 6.309, 3.286], [1.119, 7.020, 4.215], [2.108, 5.751, 4.928], [0.066, 6.143, 1.805], [-1.478, 4.452, 0.866], [-0.540, 1.869, 4.191], [0.999, 3.619, 5.053]],
  "nbo_charge": [-0.77, -0.77, 0.21, 0.21, 0.18, 0.17, 0.21, 0.19, 0.09, -0.24, -0.14, -0.23, 0.23, 0.24, 0.23, 0.22, -0.53, 0.26, 0.15, -0.51, 0.10, -0.14, -0.24, 0.23, 0.24, -0.21, 0.22, 0.23, 1.39, -0.95, 0.20, 0.19, 0.21, -0.65, 0.07, -0.24, -0.20, -0.34, -0.18, -0.25, 2.42, -0.98, -0.98, -1.07, 0.22, 0.22, 0.21, 0.20, 0.25, 0.23, 0.20],
  "multiplicity": 4,
  "max_force_ev_per_a": 3.44,
  "e_above_lowest_kj_mol": 207.32,
  "e_tot_ev": -78709.411
}


# 3
{
  "formula": "C32H61NO6PS2",
  "method": "ωB97M-V/def2-TZVPD",
  "symbols": ["C", "C", "C", "S", "P", "S", "C", "C", "C", "C", "C", "N", "H", "H", "H", "H", "H", "H", "H", "H", "H", "H", "H", "H", "H", "C", "C", "C", "O", "C", "H", "H", "H", "H", "H", "H", "H", "H", "C", "C", "C", "O", "C", "H", "H", "H", "H", "H", "H", "H", "H", "C", "C", "C", "O", "C", "H", "H", "H", "H", "H", "H", "H", "H", "C", "C", "C", "O", "C", "H", "H", "H", "H", "H", "H", "H", "H", "C", "C", "C", "O", "C", "H", "H", "H", "H", "H", "H", "H", "H", "C", "C", "C", "O", "C", "H", "H", "H", "H", "H", "H", "H", "H"],
  "coordinates": [[-1.390, -3.419, -4.668], [-2.177, -2.979, -3.260], [-1.008, -2.448, -2.243], [-1.344, -2.718, -0.422], [-2.754, -4.285, -0.046], [-3.737, -3.973, 1.650], [0.294, -3.378, 0.319], [0.099, -4.257, 1.671], [1.506, -4.893, 2.318], [2.824, -4.470, 1.396], [2.803, -3.527, 0.070], [1.508, -2.992, -0.448], [-2.016, -3.197, -5.632], [-1.098, -4.569, -4.547], [-0.357, -2.852, -4.781], [-2.978, -2.152, -3.559], [-2.748, -3.940, -2.913], [0.014, -2.893, -2.631], [-0.923, -1.267, -2.397], [-3.810, -4.384, -1.062], [-2.099, -5.595, 0.066], [-0.943, -4.463, 2.202], [1.544, -5.568, 3.272], [3.884, -4.870, 1.754], [3.834, -3.302, -0.486], [-1.953, 3.280, -2.196], [-0.980, 2.131, -2.154], [-1.060, 1.596, -3.568], [-1.365, 2.711, -4.417], [-1.744, 3.822, -3.593], [-1.783, 4.029, -1.418], [-2.978, 2.903, -2.091], [0.030, 2.507, -1.954], [-1.220, 1.378, -1.399], [-1.869, 0.866, -3.671], [-0.125, 1.130, -3.893], [-0.926, 4.550, -3.617], [-2.643, 4.293, -4.000], [3.141, 5.003, -6.099], [1.789, 4.381, -5.861], [1.987, 3.695, -4.526], [2.953, 4.467, -3.800], [3.553, 5.409, -4.701], [3.121, 5.843, -6.798], [3.833, 4.248, -6.489], [1.030, 5.167, -5.768], [1.476, 3.694, -6.651], [2.394, 2.686, -4.655], [1.061, 3.627, -3.949], [3.171, 6.404, -4.447], [4.638, 5.408, -4.566], [1.353, -0.548, 2.616], [0.487, 0.146, 3.635], [0.594, 1.594, 3.210], [0.786, 1.596, 1.788], [1.076, 0.257, 1.365], [1.128, -1.611, 2.498], [2.409, -0.450, 2.898], [-0.550, -0.197, 3.536], [0.804, -0.020, 4.668], [1.463, 2.079, 3.665], [-0.300, 2.172, 3.461], [0.196, -0.124, 0.835], [1.924, 0.264, 0.674], [-6.695, -5.690, 5.817], [-7.098, -5.788, 4.368], [-6.720, -4.420, 3.842], [-5.597, -3.973, 4.613], [-5.442, -4.845, 5.741], [-6.527, -6.660, 6.293], [-7.470, -5.160, 6.383], [-6.500, -6.559, 3.868], [-8.155, -6.025, 4.221], [-7.533, -3.700, 3.986], [-6.455, -4.439, 2.781], [-4.556, -5.465, 5.565], [-5.280, -4.253, 6.646], [-1.881, -2.167, 8.015], [-2.211, -1.320, 9.217], [-3.533, -1.905, 9.664], [-3.516, -3.293, 9.304], [-2.401, -3.525, 8.433], [-0.818, -2.177, 7.763], [-2.438, -1.806, 7.142], [-1.454, -1.470, 9.996], [-2.269, -0.250, 8.999], [-4.373, -1.434, 9.141], [-3.693, -1.805, 10.741], [-1.646, -4.082, 8.998], [-2.719, -4.133, 7.581], [8.217, 7.398, -5.652], [8.738, 6.609, -6.825], [7.580, 5.682, -7.123], [6.383, 6.378, -6.748], [6.750, 7.541, -5.994], [8.717, 8.359, -5.511], [8.330, 6.813, -4.731], [8.909, 7.279, -7.676], [9.669, 6.075, -6.617], [7.637, 4.768, -6.523], [7.527, 5.404, -8.180], [6.574, 8.418, -6.626], [6.117, 7.619, -5.105]],
  "mulliken_charge": [-1.07, -0.11, -0.40, 0.35, -0.07, -0.24, 0.30, -0.18, -0.33, -0.24, -0.22, -0.23, 0.31, 0.30, 0.30, 0.32, 0.14, 0.46, 0.01, 0.18, 0.20, 0.17, 0.35, 0.29, 0.32, -0.59, -0.21, -0.42, -0.45, -0.52, 0.33, 0.31, 0.22, 0.24, 0.27, 0.32, 0.17, 0.38, -0.41, -0.70, 0.56, -0.44, -0.25, 0.35, 0.23, 0.31, 0.38, 0.20, -0.61, 0.24, 0.07, 0.00, -0.50, -0.56, -0.41, 0.01, -0.13, 0.31, 0.23, 0.35, 0.29, 0.30, -0.12, 0.31, -0.57, -0.56, -0.30, -0.40, -0.18, 0.34, 0.28, 0.23, 0.36, 0.28, 0.17, 0.19, 0.15, -0.44, -0.57, -0.42, -0.40, -0.26, 0.33, 0.21, 0.27, 0.34, 0.25, 0.27, 0.31, 0.12, -0.56, -0.54, -0.45, -0.34, -0.36, 0.34, 0.26, 0.26, 0.33, 0.27, 0.27, 0.27, 0.25],
  "max_force_ev_per_a": 6.50,
  "e_tot_ev": -78888.995,
  "charge": 1
}


# 4
{
  "formula": "C6H16Si",
  "method": "ωB97M-V/def2-TZVPD",
  "symbols": ["C", "C", "C", "C", "C", "C", "Si", "H", "H", "H", "H", "H", "H", "H", "H", "H", "H", "H", "H", "H", "H", "H", "H"],
  "coordinates": [[1.475, 0.913, 1.369], [1.356, -1.463, 0.191], [2.176, 0.442, -1.072], [-3.421, -0.076, -0.752], [-0.436, 0.291, -0.436], [1.194, 0.081, 0.073], [-2.079, 0.126, 0.653], [2.133, 0.307, 2.085], [0.476, 1.006, 1.935], [1.979, 1.858, 1.119], [1.392, -1.658, 1.236], [0.397, -2.045, -0.047], [2.123, -2.020, -0.388], [2.131, 1.531, -1.301], [3.138, 0.504, -0.543], [2.081, -0.248, -1.899], [-4.402, 0.356, -0.313], [-3.043, 0.537, -1.615], [-3.577, -1.071, -1.134], [-0.391, 1.151, -1.168], [-0.671, -0.688, -0.963], [-1.798, -1.150, 1.485], [-2.233, 1.316, 1.482]],
  "nbo_charge": [-0.63, -0.64, -0.63, -1.07, -0.84, 0.00, 1.08, 0.21, 0.22, 0.22, 0.21, 0.20, 0.22, 0.20, 0.21, 0.22, 0.24, 0.24, 0.24, 0.23, 0.21, -0.16, -0.18],
  "max_force_ev_per_a": 2.97,
  "smiles": "C[SiH2]CC(C)(C)C",
  "e_above_lowest_kj_mol": 200.44,
  "e_tot_ev": -14357.347
}